The following is a DFT calculation (ωB97M-V with the def2-TZVPD basis set) of a cluster of 2 separate species, C75H79N4 in total in a non-equilibrium geometry.

Properties
Energy above the lowest of the compared OMol25 structures with the same formula, charge and spin: 0.0 kJ/mol
Net charge: +1
E_LUMO: -4.617 eV
Maximum force: 0.053 hartree/bohr
Frontier orbital gap: 3.474 eV

Cartesian coordinates (Å):
C (-1.622, 0.929, 0.908)
C (-2.573, 1.415, 1.986)
C (-1.952, 2.665, 2.622)
C (-3.920, 1.804, 1.367)
C (-2.886, 0.354, 3.066)
C (-3.593, 0.829, 4.174)
C (-3.944, -0.013, 5.220)
C (-3.798, -1.387, 5.058)
C (-3.337, -1.924, 3.854)
C (-3.784, -3.383, 3.530)
C (-2.717, -4.416, 3.884)
C (-4.182, -3.508, 2.059)
C (-5.039, -3.753, 4.350)
C (-2.576, -1.029, 3.014)
N (-1.283, -1.427, 2.533)
C (-0.118, -0.908, 3.116)
C (0.002, 0.273, 3.812)
C (1.167, 0.752, 4.559)
C (2.314, 1.291, 3.941)
C (3.454, 1.576, 4.692)
C (3.409, 1.507, 6.091)
C (2.214, 1.151, 6.726)
C (1.099, 0.794, 5.971)
N (0.825, -1.920, 3.079)
C (2.064, -1.961, 3.816)
C (2.125, -2.336, 5.192)
C (0.961, -2.985, 6.041)
C (1.156, -2.833, 7.561)
C (0.954, -4.475, 5.677)
C (-0.415, -2.395, 5.783)
C (3.366, -2.265, 5.825)
C (4.539, -2.086, 5.104)
C (4.470, -1.903, 3.735)
C (3.242, -1.697, 3.103)
C (3.365, -1.216, 1.633)
C (4.489, -0.162, 1.545)
C (2.142, -0.532, 1.043)
C (3.674, -2.465, 0.803)
C (0.363, -2.903, 2.213)
C (-0.923, -2.622, 1.918)
H (-1.986, 0.025, 0.411)
H (-1.496, 1.717, 0.150)
H (-0.637, 0.733, 1.345)
H (-2.583, 3.094, 3.406)
H (-0.973, 2.442, 3.060)
H (-1.808, 3.434, 1.851)
H (-4.593, 2.214, 2.128)
H (-3.784, 2.560, 0.583)
H (-4.402, 0.926, 0.921)
H (-3.886, 1.881, 4.211)
H (-4.387, 0.389, 6.128)
H (-4.130, -2.045, 5.869)
H (-2.414, -4.334, 4.936)
H (-3.128, -5.425, 3.719)
H (-1.830, -4.314, 3.251)
H (-5.084, -2.908, 1.876)
H (-3.397, -3.147, 1.390)
H (-4.394, -4.562, 1.830)
H (-5.866, -3.071, 4.117)
H (-5.357, -4.775, 4.097)
H (-4.857, -3.736, 5.433)
H (-0.951, 0.707, 4.106)
H (2.276, 1.504, 2.871)
H (4.370, 1.881, 4.187)
H (4.291, 1.778, 6.682)
H (2.135, 1.172, 7.816)
H (0.147, 0.554, 6.448)
H (1.231, -1.778, 7.858)
H (0.283, -3.260, 8.077)
H (2.033, -3.371, 7.932)
H (0.731, -4.610, 4.609)
H (1.943, -4.907, 5.883)
H (0.204, -5.015, 6.274)
H (-0.725, -2.490, 4.743)
H (-1.171, -2.922, 6.392)
H (-0.455, -1.334, 6.062)
H (3.441, -2.400, 6.905)
H (5.506, -2.125, 5.602)
H (5.395, -1.893, 3.150)
H (5.473, -0.553, 1.816)
H (4.572, 0.234, 0.523)
H (4.254, 0.675, 2.220)
H (1.382, -1.244, 0.717)
H (1.687, 0.170, 1.743)
H (2.441, 0.041, 0.156)
H (2.830, -3.167, 0.874)
H (3.821, -2.210, -0.255)
H (4.569, -2.979, 1.171)
H (0.991, -3.722, 1.892)
H (-1.587, -3.167, 1.272)
C (6.078, 6.128, -6.503)
C (6.227, 6.414, -5.141)
C (5.174, 6.187, -4.256)
C (3.993, 5.588, -4.716)
N (2.909, 5.403, -3.806)
C (2.222, 6.562, -3.364)
C (1.710, 7.464, -4.304)
C (1.032, 8.601, -3.860)
C (0.961, 8.889, -2.492)
C (1.547, 8.020, -1.562)
C (2.123, 6.824, -1.991)
C (2.490, 4.144, -3.386)
C (3.361, 3.035, -3.428)
C (2.933, 1.791, -2.978)
C (1.567, 1.563, -2.618)
C (1.064, 0.236, -2.348)
C (0.150, -0.406, -3.233)
C (0.074, -1.842, -3.326)
C (-0.732, -2.463, -4.270)
C (-1.679, -1.696, -4.987)
N (-2.609, -2.306, -5.827)
C (-3.901, -1.753, -6.032)
C (-4.393, -1.608, -7.341)
C (-5.651, -1.039, -7.544)
C (-6.460, -0.725, -6.441)
C (-6.012, -0.984, -5.138)
C (-4.709, -1.441, -4.931)
C (-2.314, -3.522, -6.489)
C (-3.195, -4.603, -6.340)
C (-2.933, -5.801, -7.001)
C (-1.843, -5.886, -7.878)
C (-1.019, -4.773, -8.096)
C (-1.209, -3.612, -7.345)
C (-1.696, -0.293, -4.847)
C (-0.741, 0.339, -4.073)
C (0.695, 2.686, -2.624)
C (1.158, 3.950, -2.963)
C (3.822, 5.344, -6.084)
C (4.854, 5.645, -6.976)
H (6.907, 6.294, -7.195)
H (7.165, 6.824, -4.765)
H (5.252, 6.462, -3.202)
H (1.828, 7.243, -5.368)
H (0.570, 9.260, -4.594)
H (0.462, 9.796, -2.150)
H (1.555, 8.253, -0.499)
H (2.536, 6.093, -1.292)
H (4.371, 3.179, -3.824)
H (3.630, 0.951, -2.924)
H (1.611, -0.392, -1.645)
H (0.695, -2.445, -2.659)
H (-0.716, -3.551, -4.423)
H (-3.773, -1.932, -8.181)
H (-5.999, -0.854, -8.564)
H (-7.454, -0.303, -6.598)
H (-6.660, -0.831, -4.272)
H (-4.309, -1.614, -3.929)
H (-4.068, -4.485, -5.695)
H (-3.585, -6.659, -6.827)
H (-1.647, -6.819, -8.410)
H (-0.218, -4.799, -8.836)
H (-0.550, -2.747, -7.442)
H (-2.453, 0.304, -5.367)
H (-0.725, 1.427, -4.060)
H (-0.355, 2.545, -2.350)
H (0.471, 4.796, -2.953)
H (2.864, 4.950, -6.430)
H (4.690, 5.495, -8.044)